Entry 1:
C25H22B2ClMnN9O4 | ωB97M-V with the def2-TZVPD basis set

```
64
C25H22B2ClMnN9O4 ωB97M-V with the def2-TZVPD basis set
Mn -0.118 0.348 0.208
C -2.636 -2.662 -1.598
C -1.878 -1.496 -1.685
N -1.614 -1.023 -0.469
N -2.201 -1.862 0.411
C -2.816 -2.856 -0.243
B -2.160 -1.540 1.932
N -0.733 -1.807 2.471
C -0.171 -2.840 3.126
C 1.140 -2.520 3.405
C 1.307 -1.250 2.851
N 0.187 -0.829 2.276
N -2.425 -0.008 2.095
C -3.370 0.578 2.848
C -3.315 1.941 2.646
C -2.276 2.111 1.732
N -1.745 0.937 1.413
N -3.269 -2.297 2.641
C -3.291 -3.053 3.770
C -4.587 -3.433 4.002
C -5.311 -2.844 2.947
N -4.523 -2.162 2.138
H -2.992 -3.277 -2.406
H -1.541 -0.966 -2.562
H -3.359 -3.617 0.291
H -0.721 -3.738 3.344
H 1.868 -3.121 3.921
H 2.184 -0.622 2.838
H -4.019 -0.009 3.475
H -3.934 2.698 3.093
H -1.906 3.019 1.285
H -2.405 -3.255 4.342
H -4.959 -4.040 4.809
H -6.371 -2.884 2.751
O 0.827 -0.050 -1.407
N 2.209 -1.292 0.179
O 2.167 -2.417 -0.010
O 0.604 0.258 -3.795
B 0.960 -0.483 -2.636
O 1.424 -1.760 -3.020
C 1.299 -1.806 -4.383
C 1.554 -2.859 -5.227
C 1.299 -2.655 -6.586
C 0.818 -1.440 -7.055
C 0.565 -0.376 -6.185
C 0.809 -0.593 -4.850
H 1.923 -3.801 -4.846
H 1.467 -3.465 -7.285
H 0.631 -1.312 -8.113
H 0.179 0.572 -6.536
Cl 2.341 2.308 2.961
C 3.030 2.313 1.357
C 4.408 2.394 1.243
C 4.991 2.376 -0.013
C 4.191 2.271 -1.144
C 2.816 2.202 -1.014
C 2.195 2.238 0.240
C 0.727 2.238 0.355
H 5.013 2.470 2.136
H 6.067 2.447 -0.106
H 4.641 2.243 -2.127
H 2.190 2.115 -1.892
H 0.244 2.669 -0.525
H 0.362 2.689 1.272
```

Properties
Electronic energy, Ha: -3420.74753
⟨S²⟩: 9.0450
Multiplicity: 6
HOMO level (alpha / beta), Ha: -0.292 / -0.304

Atom charges from the natural (NBO) analysis, given in e for atoms 1 to 8: number 1, Mn, carries 1.5686; number 2, C, carries -0.3335; number 3, C, carries -0.0017; number 4, N, carries -0.4121; number 5, N, carries -0.3252; number 6, C, carries 0.0242; number 7, B, carries 0.9280; number 8, N, carries -0.3423

---

Entry 2:
C25H22BBaN4OP | ωB97M-V with the def2-TZVPD basis set

```
55
C25H22BBaN4OP ωB97M-V with the def2-TZVPD basis set
Ba -1.233 0.699 -2.165
O -2.751 2.277 -0.661
C -2.396 1.391 0.143
C -2.564 1.707 1.599
C -3.519 2.597 2.079
C -3.611 2.856 3.436
C -2.723 2.247 4.313
C -1.751 1.375 3.841
C -1.671 1.085 2.481
P -0.528 -0.185 1.796
C 0.536 0.758 0.621
C 0.515 2.145 0.464
C 1.239 2.754 -0.553
C 2.013 1.988 -1.421
C 2.073 0.611 -1.253
C 1.338 0.004 -0.240
C 0.640 -0.378 3.201
C 1.634 0.544 3.526
C 2.458 0.336 4.621
C 2.296 -0.794 5.412
C 1.313 -1.720 5.098
C 0.496 -1.515 3.994
H -4.180 3.077 1.368
H -4.364 3.537 3.812
H -2.784 2.452 5.375
H -1.062 0.918 4.539
H -0.100 2.750 1.118
H 1.200 3.830 -0.670
H 2.574 2.468 -2.213
H 2.663 0.003 -1.926
H 1.363 -1.075 -0.140
H 1.766 1.433 2.920
H 3.228 1.059 4.861
H 2.939 -0.955 6.267
H 1.185 -2.605 5.708
H -0.266 -2.244 3.742
B -1.110 -1.691 -4.543
N 0.179 -0.920 -4.945
C 1.025 -1.190 -5.947
C 2.041 -0.254 -5.932
C 1.718 0.571 -4.854
N 0.598 0.165 -4.258
N -0.864 -2.549 -3.273
C -0.589 -3.858 -3.191
C -0.457 -4.200 -1.859
C -0.684 -3.002 -1.178
N -0.924 -2.012 -2.035
H -1.425 -2.409 -5.454
H -1.984 -0.877 -4.292
H 0.843 -2.026 -6.603
H 2.883 -0.182 -6.598
H 2.244 1.437 -4.485
H -0.516 -4.457 -4.084
H -0.245 -5.171 -1.447
H -0.699 -2.803 -0.117
```

Properties
Electronic energy, Ha: -1651.90905
HOMO level, Ha: -0.258

Atom charges from the Löwdin analysis, given in e for atoms 1 to 8: number 1, Ba, carries 1.8689; number 2, O, carries -0.2784; number 3, C, carries -0.4776; number 4, C, carries -0.2699; number 5, C, carries -0.0317; number 6, C, carries -0.0788; number 7, C, carries -0.0795; number 8, C, carries -0.0774

---

Entry 3:
C25H22BrCl2IrN3OP | ωB97M-V with the def2-TZVPD basis set

```
56
C25H22BrCl2IrN3OP ωB97M-V with the def2-TZVPD basis set
Ir -0.321 0.378 -0.434
Br 4.458 -4.241 -3.452
C 3.384 -2.779 -2.935
C 3.942 -1.487 -2.886
C 3.188 -0.407 -2.509
C 1.843 -0.561 -2.137
O 1.166 0.498 -1.750
C 1.281 -1.844 -2.232
C -0.090 -2.054 -1.992
N -0.954 -1.141 -1.653
C -2.339 -1.448 -1.651
C -2.951 -2.350 -2.457
C -4.345 -2.578 -2.339
C -5.084 -1.889 -1.430
C -4.464 -0.913 -0.612
C -5.165 -0.132 0.328
C -4.494 0.801 1.051
C -3.112 0.970 0.848
N -2.413 0.267 -0.010
C -3.088 -0.689 -0.746
C 2.079 -2.958 -2.620
H 4.983 -1.352 -3.148
H 3.605 0.592 -2.487
H -0.460 -3.072 -2.108
H -2.381 -2.877 -3.211
H -4.820 -3.300 -2.989
H -6.147 -2.069 -1.329
H -6.228 -0.285 0.465
H -4.998 1.423 1.778
H -2.574 1.699 1.400
H 1.633 -3.943 -2.685
C -1.600 3.606 1.526
P -0.108 2.538 1.227
C 0.982 3.761 0.470
C 0.384 2.297 2.948
H -1.243 4.548 1.950
H -2.283 3.147 2.240
H -2.126 3.805 0.593
H 1.754 4.043 1.186
H 0.400 4.637 0.188
H 1.460 3.340 -0.410
H 0.239 3.242 3.474
H 1.424 1.994 3.020
H -0.239 1.531 3.412
Cl 3.797 2.246 0.673
C 3.339 0.780 1.477
C 4.308 0.090 2.182
C 4.006 -1.125 2.775
C 2.736 -1.666 2.640
C 1.782 -0.962 1.937
Cl 0.207 -1.675 1.739
C 2.022 0.302 1.349
N 1.063 1.037 0.687
H 5.303 0.508 2.250
H 4.768 -1.660 3.326
H 2.492 -2.626 3.072
```

Properties
Total charge: +1
Electronic energy, Ha: -5145.17742
⟨S²⟩: 0.7841
Multiplicity: 2
HOMO level (alpha / beta), Ha: -0.379 / -0.376

Atom charges from the natural (NBO) analysis, given in e for atoms 1 to 8: number 1, Ir, carries 0.9122; number 2, Br, carries 0.0878; number 3, C, carries -0.1426; number 4, C, carries -0.1494; number 5, C, carries -0.2781; number 6, C, carries 0.4821; number 7, O, carries -0.6827; number 8, C, carries -0.2756

---

Entry 4:
C25H22BrINO2PdS2SeSi | ωB97M-V with the def2-TZVPD basis set

```
57
C25H22BrINO2PdS2SeSi ωB97M-V with the def2-TZVPD basis set
Pd -0.650 0.313 -0.292
S -2.234 -0.128 -2.495
C -1.831 -1.566 -3.355
C -2.688 -2.045 -4.373
C -2.427 -3.199 -5.074
C -1.290 -3.964 -4.805
C -0.427 -3.528 -3.821
C -0.675 -2.346 -3.119
S 0.520 -1.798 -1.969
H -3.577 -1.466 -4.591
H -3.120 -3.519 -5.844
H -1.090 -4.876 -5.352
H 0.464 -4.095 -3.579
I -3.615 -0.137 0.879
C -2.517 -0.046 2.656
C -3.195 -0.434 3.779
C -2.625 -0.297 5.059
C -1.401 0.280 5.182
C -0.672 0.696 4.039
C 0.583 1.319 4.223
C 1.310 1.721 3.146
C 0.846 1.448 1.844
C -0.349 0.813 1.601
C -1.188 0.483 2.720
H -4.200 -0.823 3.683
H -3.180 -0.620 5.932
H -0.956 0.438 6.158
H 0.941 1.473 5.235
H 2.264 2.219 3.280
H 1.477 1.710 1.004
Br -1.445 7.153 -2.957
C 0.009 5.962 -2.694
C 1.280 6.353 -3.081
N 2.343 5.569 -2.929
C 2.150 4.368 -2.383
C 0.912 3.900 -1.963
C -0.193 4.721 -2.123
C 0.787 2.519 -1.348
O -0.373 2.277 -0.876
O 1.778 1.791 -1.307
H 1.441 7.328 -3.528
H 3.015 3.727 -2.268
H -1.167 4.377 -1.805
C 2.843 -1.477 0.510
Si 1.476 -2.603 1.063
C 1.105 -2.423 2.883
C 1.843 -4.374 0.593
Se -0.544 -2.113 0.004
H 3.802 -1.879 0.853
H 2.709 -0.485 0.932
H 2.880 -1.370 -0.573
H 1.966 -2.727 3.484
H 0.248 -3.032 3.180
H 0.880 -1.381 3.115
H 2.713 -4.753 1.135
H 2.052 -4.432 -0.478
H 0.993 -5.023 0.810
```

Properties
Total charge: -1
Electronic energy, Ha: -7658.16836
HOMO level, Ha: -0.157

Atom charges from the natural (NBO) analysis, given in e for atoms 1 to 8: number 1, Pd, carries 0.6463; number 2, S, carries -0.3621; number 3, C, carries -0.1549; number 4, C, carries -0.1900; number 5, C, carries -0.2134; number 6, C, carries -0.2862; number 7, C, carries -0.1749; number 8, C, carries -0.3135

---

Entry 5:
C25H22BrN3O4S2 | ωB97M-V with the def2-TZVPD basis set

```
57
C25H22BrN3O4S2 ωB97M-V with the def2-TZVPD basis set
C 3.613 3.892 1.649
C 2.512 2.922 1.999
C 2.517 2.135 3.162
C 1.479 1.240 3.433
C 0.435 1.074 2.492
S -0.774 -0.238 2.586
O -0.569 -1.011 3.774
O -2.080 0.273 2.202
N -0.358 -1.145 1.217
C 0.712 -2.047 1.268
C 1.637 -2.212 2.316
C 2.622 -3.199 2.199
C 2.636 -4.040 1.050
C 1.747 -3.840 -0.023
Br 2.064 -4.549 -1.753
C 0.645 -2.936 0.126
C -0.567 -2.566 -0.550
N -1.360 -3.326 -1.406
O -1.229 -4.548 -1.657
O -2.323 -2.722 -1.961
C -1.172 -1.336 0.016
C 0.360 1.954 1.427
C 1.392 2.828 1.147
H 3.621 4.060 0.564
H 3.471 4.877 2.126
H 4.573 3.490 1.990
H 3.366 2.268 3.852
H 1.491 0.676 4.362
H 1.548 -1.683 3.284
H 3.357 -3.343 3.017
H 3.345 -4.860 1.034
H -2.242 -1.545 0.368
H -0.508 1.888 0.745
H 1.357 3.455 0.252
C -4.468 -1.315 -0.533
S -3.334 -0.676 -1.818
C -4.237 0.816 -2.167
C -1.822 -0.183 -0.725
C -0.922 0.563 -1.679
C -0.659 1.942 -1.628
C 0.434 2.441 -2.371
C 1.200 1.592 -3.185
C 2.336 2.147 -3.878
N 3.228 2.600 -4.476
C 0.735 0.292 -3.401
C -0.357 -0.222 -2.665
H -4.337 -2.398 -0.501
H -4.255 -0.838 0.441
H -5.462 -0.999 -0.844
H -4.022 1.108 -3.201
H -5.312 0.597 -2.101
H -3.971 1.641 -1.513
H -2.311 0.575 -0.072
H -1.162 2.586 -0.880
H 0.781 3.474 -2.193
H 1.262 -0.355 -4.107
H -0.666 -1.275 -2.810
```

Properties
Electronic energy, Ha: -4801.23010
HOMO level, Ha: -0.250

Atom charges from the natural (NBO) analysis, given in e for atoms 1 to 8: number 1, C, carries -0.6402; number 2, C, carries 0.0425; number 3, C, carries -0.2261; number 4, C, carries -0.1524; number 5, C, carries -0.3747; number 6, S, carries 2.3322; number 7, O, carries -0.8935; number 8, O, carries -0.9591

---

Entry 6:
C25H22ClN3O5S | ωB97M-V with the def2-TZVPD basis set

```
57
C25H22ClN3O5S ωB97M-V with the def2-TZVPD basis set
C -6.509 -1.656 -0.806
N -5.607 -1.751 0.313
S -5.469 -0.400 1.279
O -6.779 0.128 1.491
O -4.690 -0.781 2.418
C -4.454 0.756 0.324
C -3.097 0.710 0.571
C -2.213 1.518 -0.144
C -2.723 2.375 -1.120
C -4.082 2.422 -1.360
C -4.957 1.612 -0.643
Cl -6.643 1.702 -0.954
H -4.478 3.091 -2.107
H -2.051 3.005 -1.679
N -0.857 1.422 0.158
C 0.184 2.096 -0.407
O 0.096 2.927 -1.277
C 1.525 1.658 0.216
N 1.795 0.269 -0.130
C 2.436 -0.206 -1.276
O 2.779 0.448 -2.222
C 2.552 -1.672 -1.072
C 3.144 -2.639 -1.856
C 3.099 -3.954 -1.402
C 2.475 -4.281 -0.208
C 1.872 -3.305 0.581
C 1.925 -2.002 0.133
C 1.392 -0.755 0.713
O 0.696 -0.588 1.689
H 1.383 -3.552 1.510
H 2.456 -5.310 0.117
H 3.557 -4.734 -1.991
H 3.625 -2.378 -2.786
H 1.405 1.665 1.309
C 2.672 2.591 -0.179
C 3.958 2.140 0.458
C 4.120 2.218 1.837
C 5.280 1.767 2.437
C 6.297 1.229 1.666
C 6.149 1.157 0.292
C 4.987 1.610 -0.308
H 4.875 1.551 -1.381
H 6.942 0.746 -0.317
H 7.203 0.875 2.134
H 5.393 1.835 3.510
H 3.334 2.645 2.445
H 2.406 3.594 0.160
H 2.762 2.612 -1.264
H -0.637 0.775 0.912
H -2.746 0.050 1.349
C -4.369 -2.443 0.066
H -4.584 -3.475 -0.213
H -3.780 -1.971 -0.733
H -3.801 -2.433 0.993
H -6.850 -2.656 -1.077
H -6.039 -1.190 -1.681
H -7.361 -1.063 -0.488
```

Properties
SMILES string: CN(C)S(=O)(=O)c1cc(NC(=O)[C@H](Cc2ccccc2)N2C(=O)c3ccccc3C2=O)ccc1Cl
Electronic energy, Ha: -2364.78141
HOMO level, Ha: -0.322

Atom charges from the natural (NBO) analysis, given in e for atoms 1 to 8: number 1, C, carries -0.4261; number 2, N, carries -0.6593; number 3, S, carries 2.3332; number 4, O, carries -0.9214; number 5, O, carries -0.9428; number 6, C, carries -0.3752; number 7, C, carries -0.1683; number 8, C, carries 0.1392

---

Entry 7:
C25H22N7O3STi | ωB97M-V with the def2-TZVPD basis set

```
59
C25H22N7O3STi ωB97M-V with the def2-TZVPD basis set
Ti 0.864 -0.684 0.631
O -0.477 -0.322 -6.218
C -0.547 -1.290 -5.459
O -0.481 -2.523 -5.638
C -0.500 -0.938 -3.956
C 0.260 0.144 -3.520
C 0.524 0.280 -2.172
N 0.007 -0.574 -1.272
C -0.802 -1.569 -1.676
C -1.070 -1.781 -3.013
C -1.257 -2.460 -0.585
C -2.241 -3.423 -0.765
C -2.594 -4.236 0.297
C -1.960 -4.059 1.519
C -1.000 -3.072 1.626
N -0.644 -2.284 0.605
C 1.452 1.303 -1.609
C 1.913 2.373 -2.360
C 2.797 3.271 -1.785
C 3.198 3.082 -0.473
C 2.684 2.001 0.218
N 1.832 1.129 -0.325
H 0.666 0.807 -4.272
H -1.623 -2.640 -3.364
H -2.724 -3.529 -1.726
H -3.356 -4.994 0.174
H -2.202 -4.670 2.377
H -0.483 -2.897 2.563
H 1.584 2.507 -3.380
H 3.165 4.111 -2.358
H 3.887 3.757 0.013
H 2.956 1.822 1.251
C 4.528 -3.399 0.509
S 2.760 -3.381 0.735
O 2.477 -1.902 1.061
C 2.214 -3.632 -0.927
C 1.368 -4.705 -1.164
C 0.879 -4.908 -2.450
C 1.223 -4.036 -3.472
C 2.074 -2.961 -3.218
C 2.572 -2.749 -1.947
H 4.808 -2.631 -0.209
H 4.811 -4.389 0.153
H 4.979 -3.203 1.480
H 1.092 -5.369 -0.353
H 0.216 -5.740 -2.646
H 0.804 -4.139 -4.466
H 2.324 -2.286 -4.026
H 3.222 -1.904 -1.744
N -2.891 2.073 5.508
C -2.437 1.575 4.355
N -3.298 1.403 3.340
N -1.151 1.270 4.292
C -0.666 0.761 3.205
N -0.193 0.339 2.230
H -3.844 2.362 5.635
H -2.234 2.201 6.258
H -4.253 1.711 3.398
H -2.956 1.097 2.445
```

Properties
Total charge: +1
Electronic energy, Ha: -2822.46548
⟨S²⟩: 2.0071
Multiplicity: 3
HOMO level (alpha / beta), Ha: -0.336 / -0.368

Atom charges from the natural (NBO) analysis, given in e for atoms 1 to 8: number 1, Ti, carries 1.3869; number 2, O, carries -0.6936; number 3, C, carries 0.7292; number 4, O, carries -0.7394; number 5, C, carries 0.0064; number 6, C, carries -0.2106; number 7, C, carries 0.1616; number 8, N, carries -0.5774

---

Entry 8:
C25H22NO3S2 | ωB97M-V with the def2-TZVPD basis set

```
53
C25H22NO3S2 ωB97M-V with the def2-TZVPD basis set
C -6.305 -2.484 2.296
O -6.172 -1.047 2.278
C -4.931 -0.496 2.287
C -4.876 0.920 2.319
C -3.660 1.562 2.399
C -2.457 0.821 2.434
C -1.152 1.470 2.566
N -0.065 0.797 2.388
S 1.422 1.645 2.307
C 2.602 0.303 2.292
C 3.093 -0.187 3.506
C 4.081 -1.170 3.496
C 4.594 -1.661 2.291
C 5.676 -2.701 2.313
C 4.087 -1.163 1.085
C 3.100 -0.180 1.076
O 1.502 2.307 1.029
O 1.633 2.388 3.528
C -2.511 -0.579 2.360
C -3.729 -1.248 2.296
H -7.384 -2.646 2.294
H -5.851 -2.937 1.401
H -5.857 -2.916 3.203
H -5.819 1.463 2.291
H -3.612 2.651 2.427
H -1.163 2.569 2.665
H 2.704 0.206 4.444
H 4.471 -1.556 4.440
H 5.963 -2.977 1.296
H 6.566 -2.332 2.835
H 5.346 -3.605 2.836
H 4.484 -1.548 0.143
H 2.717 0.218 0.139
H -1.572 -1.132 2.347
H -3.753 -2.338 2.262
C 1.446 7.644 5.475
C 1.303 6.285 5.700
C 0.057 5.638 5.496
C -1.071 6.436 5.056
C -0.887 7.813 4.832
C 0.347 8.414 5.037
C -2.327 5.793 4.857
C -2.479 4.445 5.053
C -1.339 3.626 5.351
S -1.474 1.969 5.259
C -0.113 4.257 5.669
H 2.408 8.127 5.634
H 2.145 5.677 6.033
H -1.744 8.398 4.494
H 0.469 9.482 4.862
H -3.173 6.400 4.531
H -3.438 3.948 4.926
H 0.723 3.636 5.978
```

Properties
Total charge: -1
Electronic energy, Ha: -2042.74015
HOMO level, Ha: -0.113

Atom charges from the natural (NBO) analysis, given in e for atoms 1 to 8: number 1, C, carries -0.2536; number 2, O, carries -0.5040; number 3, C, carries 0.3144; number 4, C, carries -0.2778; number 5, C, carries -0.1278; number 6, C, carries -0.1532; number 7, C, carries 0.1954; number 8, N, carries -0.7715